Entry 1:
Formula: C32H47AsB2MgN8O2
Source: the OMol25 dataset
Level of theory: wB97M-V/def2-TZVPD

Calculated values
highest occupied orbital energy (spin up / spin down)	-11.3 / -11.3	eV
energy relative to the best compared isomer or geometry (same formula, charge and spin)	80.7	kJ/mol

Geometry as ORCA input:
```
! wB97M-V def2-TZVPD RIJCOSX def2/J DEFGRID3
* xyz 1 2
Mg 0.67929 -0.31245 0.44851
C -2.81429 -1.94257 -0.18769
C -1.47562 -2.60659 -0.28244
C -1.14043 -3.84028 -0.85963
C 0.18026 -4.06040 -0.52866
N 0.60819 -3.01900 0.20928
N -0.41201 -2.09668 0.34059
B 1.93148 -2.76698 1.02640
N 1.53556 -2.06385 2.37241
C 1.59725 -2.55814 3.62534
C 1.08965 -1.61498 4.49075
C 0.70692 -0.53461 3.68113
C 0.08097 0.76651 4.07436
N 0.96955 -0.81001 2.40967
N 2.88405 -1.78577 0.20570
C 4.01047 -2.10878 -0.45851
C 4.66327 -0.94287 -0.79593
C 3.86425 0.09494 -0.28423
C 4.15123 1.56206 -0.24654
N 2.77842 -0.41592 0.29304
N 2.71253 -4.02662 1.33223
C 3.90216 -4.05409 1.99280
C 4.30506 -5.35682 2.05902
C 3.28949 -6.08497 1.38968
C 3.21362 -7.56482 1.15565
N 2.33618 -5.28162 0.94949
H -3.41883 -2.14114 -1.07004
H -2.71992 -0.86511 -0.04931
H -3.35434 -2.33631 0.67523
H -1.79232 -4.50190 -1.40977
H 0.82588 -4.90556 -0.71016
H 1.99517 -3.54238 3.81852
H 1.00243 -1.69344 5.56346
H -0.04993 0.81078 5.15285
H -0.89861 0.88791 3.60787
H 0.70567 1.61020 3.77588
H 4.28639 -3.14125 -0.62099
H 5.60911 -0.84712 -1.30792
H 4.51321 1.92134 -1.20924
H 4.92494 1.76470 0.49464
H 3.26860 2.13289 0.03388
H 4.36066 -3.14904 2.37041
H 5.19974 -5.74465 2.52410
H 4.06169 -8.07047 1.61441
H 3.21805 -7.79271 0.08963
H 2.29830 -7.97846 1.57865
C -1.94763 -0.79583 -3.45759
C -0.70925 0.08145 -3.59293
As 0.77746 -0.44837 -2.45025
C 1.31413 -2.17075 -3.19278
C 1.71382 -2.11001 -4.66321
C 2.11774 0.76339 -3.19350
C 1.86891 2.22563 -2.82376
H -2.72339 -0.46888 -4.15084
H -2.35747 -0.74108 -2.45280
H -1.73019 -1.84447 -3.67387
H -0.93324 1.11905 -3.34355
H -0.32305 0.07101 -4.61139
H 0.48105 -2.85017 -3.02708
H 2.13619 -2.52131 -2.56971
H 0.92986 -1.68465 -5.29134
H 1.90166 -3.12510 -5.02181
H 2.62606 -1.53379 -4.81736
H 2.06284 0.63591 -4.27345
H 3.09615 0.41462 -2.86586
H 0.94005 2.59640 -3.26024
H 2.67908 2.85702 -3.19464
H 1.79773 2.37087 -1.75024
C -5.82071 4.40948 2.17067
C -4.92097 5.36241 1.38493
C -5.70462 5.88010 0.16977
C -4.55005 6.54212 2.29509
C -3.64394 4.67140 0.90323
C -2.69448 5.40761 0.17693
C -1.51171 4.85925 -0.30474
C -1.31225 3.52749 -0.03329
O -0.22940 2.70882 -0.38574
B -0.55309 1.50592 0.17442
O -1.76287 1.47593 0.80943
C -2.22882 2.79438 0.67685
C -3.40063 3.32235 1.16226
H -6.71435 4.94504 2.49379
H -5.32287 4.02667 3.06643
H -6.14749 3.56193 1.56119
H -6.62911 6.36086 0.50033
H -5.96786 5.05920 -0.50295
H -5.13073 6.61510 -0.39979
H -5.45828 7.03162 2.65563
H -3.95436 7.29198 1.76928
H -3.97821 6.20141 3.16252
H -2.88340 6.45573 -0.02258
H -0.79069 5.44628 -0.86033
H -4.09094 2.70307 1.72040
*
```

---

Entry 2:
Formula: C32H48AsF6O24
Source: the OMol25 dataset
Level of theory: wB97M-V/def2-TZVPD

Calculated values
highest occupied orbital energy	-8.0	eV
energy relative to the best compared isomer or geometry (same formula, charge and spin)	2667.6	kJ/mol

Geometry as ORCA input:
```
! wB97M-V def2-TZVPD RIJCOSX def2/J DEFGRID3
* xyz -1 1
As -29.08738 6.08040 -10.01278
F -28.17102 6.13574 -11.55416
F -30.21477 7.38569 -10.58955
F -29.92891 5.96160 -8.43154
F -27.94797 4.74781 -9.50034
F -27.87350 7.27677 -9.37927
F -30.20227 4.89926 -10.75205
C -32.69942 7.05897 -8.23537
C -32.22078 7.11035 -6.77079
C -30.71868 7.28044 -6.65997
O -30.54481 8.27380 -5.69694
C -31.69402 8.91467 -5.55162
O -31.86581 9.79178 -4.80030
O -32.69200 8.30414 -6.23746
H -33.73735 7.39088 -8.26073
H -32.55038 6.07747 -8.68542
H -32.15086 7.89043 -8.67792
H -32.55538 6.28153 -6.14693
H -30.12080 7.57869 -7.52117
H -30.34841 6.33148 -6.27209
C -25.87940 5.66247 -8.31455
C -26.39698 6.33930 -6.95994
C -27.86806 6.71267 -6.93791
O -28.35602 6.04109 -5.85777
C -27.40919 5.17027 -5.35531
O -27.60620 4.33578 -4.46910
O -26.24470 5.33515 -5.98360
H -25.69574 6.43413 -9.06215
H -26.52020 4.81755 -8.56671
H -24.90074 5.22235 -8.12313
H -25.82755 7.23811 -6.72329
H -28.41098 6.46744 -7.85070
H -27.89142 7.78799 -6.76114
C -27.44180 1.95025 -10.92646
C -27.24931 3.05005 -12.02912
C -26.64794 4.38587 -11.56330
O -25.41972 4.43875 -12.22866
C -25.32007 3.43955 -13.14569
O -24.43544 3.28771 -13.96145
O -26.42825 2.60845 -13.02777
H -26.50073 1.60803 -10.49593
H -27.87872 1.00525 -11.24926
H -28.04001 2.33119 -10.09873
H -28.23059 3.23559 -12.46589
H -26.53046 4.41979 -10.48018
H -27.36431 5.14613 -11.87461
C -26.55002 6.96208 -11.19882
C -25.10222 6.88562 -11.70446
C -24.48592 8.13946 -12.39309
O -23.52836 8.59526 -11.38777
C -23.34755 7.66878 -10.45836
O -22.45529 7.69971 -9.61172
O -24.31857 6.74724 -10.56477
H -26.73513 7.75180 -10.47068
H -26.80045 6.04854 -10.65953
H -27.22309 7.08436 -12.04741
H -24.98318 5.96318 -12.27283
H -25.18691 8.96521 -12.51503
H -24.09944 7.85148 -13.37074
C -31.37699 7.19264 -13.90453
C -30.43424 7.71915 -12.79239
C -28.92853 7.77722 -13.17853
O -28.55473 8.99634 -12.55776
C -29.67613 9.81415 -12.46308
O -29.65606 10.95114 -12.17282
O -30.74931 9.08661 -12.70695
H -31.12824 6.14805 -14.09173
H -31.27782 7.72921 -14.84811
H -32.44052 7.29532 -13.68898
H -30.63002 7.26410 -11.82146
H -28.74435 7.84487 -14.25073
H -28.30794 6.94111 -12.85622
C -31.01403 3.31868 -9.34409
C -31.43844 1.96012 -9.79385
C -31.63889 0.93740 -8.68787
O -32.99028 0.51276 -8.81570
C -33.54402 1.08587 -9.88737
O -34.63176 0.77135 -10.36759
O -32.73058 2.02895 -10.36667
H -30.36575 3.84504 -10.04466
H -30.40039 3.20320 -8.45066
H -31.86462 3.94260 -9.06963
H -30.75632 1.62168 -10.57378
H -31.31556 1.38202 -7.74666
H -30.96004 0.10498 -8.87323
C -27.75106 9.83284 -10.16526
C -29.16408 9.47000 -9.55116
C -29.05329 8.55024 -8.28089
O -29.83239 9.31971 -7.34751
C -30.18651 10.57016 -7.84080
O -30.72948 11.42585 -7.18637
O -29.79929 10.65766 -9.08739
H -27.33599 8.93591 -10.62496
H -27.06148 10.17669 -9.39432
H -27.85306 10.55455 -10.97570
H -29.86215 9.04607 -10.27302
H -28.05402 8.35170 -7.89340
H -29.56496 7.61618 -8.51283
C -32.20869 6.03570 -10.49917
C -31.81833 5.38658 -11.79179
C -31.84619 3.85978 -11.83384
O -32.67685 3.57519 -12.87549
C -33.16052 4.68304 -13.43832
O -33.89277 4.64509 -14.41512
O -32.81944 5.77741 -12.74591
H -31.45559 5.76294 -9.75988
H -33.13895 5.64790 -10.08405
H -32.19651 7.12323 -10.57149
H -30.81801 5.70709 -12.08289
H -32.28413 3.48840 -10.90736
H -30.90408 3.34591 -12.02480
*
```

---

Entry 3:
Formula: C32H48Br2F4N4O2
Source: the OMol25 dataset
Level of theory: wB97M-V/def2-TZVPD

Calculated values
highest occupied orbital energy (spin up / spin down)	-8.2 / -9.2	eV

Geometry as ORCA input:
```
! wB97M-V def2-TZVPD RIJCOSX def2/J DEFGRID3
* xyz 0 3
C 0.38689 -0.49682 1.00091
C 0.71690 0.54476 -0.06550
F 1.62202 -0.01520 -0.96740
C 1.39222 1.75581 0.54997
C 2.81418 1.71123 0.62813
C 3.50739 2.76763 1.16812
C 2.84206 3.90478 1.67902
N 3.57545 4.92522 2.20245
C 2.86856 5.91599 2.66702
C 1.46020 5.95689 2.62343
N 0.73711 5.00536 2.10360
C 1.43730 3.94087 1.62193
C 0.71273 2.85426 1.04352
C -0.78397 2.97943 0.98528
C -1.44197 2.77463 2.36265
C -2.76716 2.06299 2.27364
F -2.69064 0.94739 1.50256
Br -4.07496 3.23512 1.41201
C -3.26173 1.56186 3.67698
F -2.21075 1.25435 4.44367
F -3.98044 0.45338 3.50610
Br -4.35027 2.80405 4.73611
H 0.91461 -0.28209 1.92408
H -0.67697 -0.49316 1.21339
H 0.66678 -1.48487 0.64939
H -0.15212 0.83347 -0.64612
H 3.35078 0.85355 0.26401
H 4.58551 2.75161 1.21243
H 3.39703 6.75486 3.09823
H 0.94941 6.81543 3.03514
H -1.05248 3.96765 0.62797
H -1.20478 2.27689 0.27755
H -1.64881 3.75176 2.78981
H -0.77744 2.26120 3.05126
C -3.56591 -2.51771 4.10243
C -3.44713 -3.45383 2.88198
C -4.54729 -4.51390 2.92938
C -4.31609 -5.57081 4.00855
C -2.92934 -6.19891 3.86784
C -1.79442 -5.17420 3.80651
N -2.09786 -4.09160 2.82403
O -1.84167 -4.49359 1.62083
C -1.53829 -4.58157 5.20561
C -0.49989 -5.87936 3.41395
C -3.64866 -2.56356 1.65998
H -4.35960 -1.79580 3.94339
H -3.81405 -3.03200 5.02869
H -2.64220 -1.95780 4.25470
H -4.61021 -5.01338 1.95717
H -5.50949 -4.02232 3.08850
H -4.43937 -5.13851 5.00516
H -5.07589 -6.34984 3.92141
H -2.74535 -6.88183 4.69986
H -2.91343 -6.80653 2.95746
H -0.83687 -3.74812 5.14888
H -1.09880 -5.34028 5.85312
H -2.43824 -4.23879 5.70975
H -0.59943 -6.43573 2.48405
H -0.22513 -6.58859 4.19411
H 0.31735 -5.16559 3.29983
H -2.86564 -1.80620 1.59330
H -4.60814 -2.05355 1.73903
H -3.65457 -3.13158 0.73141
C 1.67606 1.57570 -7.45484
C 3.02310 1.27538 -6.76357
C 3.00135 -0.13657 -6.17614
C 2.11168 -0.25839 -4.93937
C 2.49034 0.78597 -3.88953
C 2.53705 2.21350 -4.43351
N 3.31837 2.28593 -5.70431
O 4.58661 2.31031 -5.44907
C 1.10616 2.74537 -4.64502
C 3.16096 3.12898 -3.38388
C 4.07919 1.35901 -7.86063
H 1.64693 1.09954 -8.43456
H 0.81210 1.19952 -6.91177
H 1.54806 2.64774 -7.61003
H 4.02048 -0.43087 -5.90552
H 2.66994 -0.83766 -6.94561
H 1.05712 -0.15995 -5.21199
H 2.22016 -1.25629 -4.51028
H 1.78908 0.74442 -3.06132
H 3.47094 0.52525 -3.47806
H 1.12286 3.70383 -5.16583
H 0.62496 2.90211 -3.67908
H 0.46114 2.06601 -5.19689
H 4.14176 2.78135 -3.06487
H 2.51992 3.15583 -2.50197
H 3.26485 4.14766 -3.76139
H 4.12514 2.36357 -8.28455
H 3.82521 0.66251 -8.65902
H 5.07143 1.09551 -7.49970
*
```

---

| no. | electronic energy (hartree) |
| --- | --- |
| 1 | -4321.69030 |
| 2 | -5888.28942 |
| 3 | -7165.02229 |